Molecular formula: C52H69N3O8PS
Method: DFT, ωB97M-V/def2-TZVPD

Results
- Spin multiplicity: 1
- Molar mass: 927.2 g/mol
- Orbital gap: 0.2263 hartree
- Total charge: +1
- Energy: -3528.10930 hartree

Positions of all 134 atoms, in Å:
C -5.124 6.886 -3.553
C -5.237 5.400 -2.991
C -4.996 4.289 -4.096
C -3.539 3.639 -4.038
C -3.550 2.056 -4.040
C -2.258 1.522 -3.270
C -1.932 0.031 -3.698
C -1.018 -0.720 -2.642
C 0.474 -0.964 -3.173
C 1.402 -1.124 -1.869
C 2.145 0.249 -1.673
N 3.060 0.331 -0.503
C 2.740 -0.564 0.533
N 1.720 -0.319 1.343
S 0.704 1.101 1.168
O 1.381 -1.153 2.377
C 1.998 -0.748 3.601
O 1.961 0.356 4.063
C 2.716 -1.862 4.390
C 3.261 -1.553 5.716
C 3.957 -2.609 6.465
C 4.153 -3.971 5.944
C 3.585 -4.271 4.625
C 2.870 -3.231 3.874
N 3.602 -1.704 0.691
C 4.865 -1.129 1.321
C 5.935 -2.262 1.301
C 6.713 -2.345 2.770
C 6.919 -0.902 3.503
O 5.902 -2.025 3.939
C 5.360 0.157 0.503
P 5.530 1.690 1.558
O 6.973 1.798 1.929
O 5.198 3.087 0.675
O 4.532 1.723 2.875
C 4.498 0.377 -0.833
C 5.021 -0.679 -1.880
C 6.310 -0.014 -2.594
C 7.479 -1.018 -2.808
O 7.835 -1.330 -3.907
O 8.126 -1.579 -1.690
H -5.774 7.530 -2.889
H -5.525 7.001 -4.594
H -4.083 7.291 -3.438
H -4.460 5.306 -2.190
H -6.279 5.290 -2.597
H -5.729 3.452 -3.950
H -5.206 4.759 -5.092
H -3.020 4.072 -3.141
H -2.991 3.963 -4.962
H -3.440 1.742 -5.120
H -4.497 1.631 -3.617
H -1.423 2.206 -3.596
H -2.371 1.648 -2.158
H -2.895 -0.516 -3.853
H -1.319 0.108 -4.645
H -1.532 -1.702 -2.415
H -0.960 -0.189 -1.643
H 0.431 -1.917 -3.763
H 0.778 -0.068 -3.771
H 0.693 -1.391 -1.039
H 2.083 -1.990 -2.087
H 1.353 1.044 -1.548
H 2.653 0.481 -2.652
H 0.752 1.784 2.361
H 3.183 -0.562 6.211
H 4.378 -2.406 7.483
H 4.717 -4.722 6.544
H 3.715 -5.296 4.202
H 2.450 -3.545 2.889
H 3.188 -2.414 1.301
H 4.544 -0.750 2.323
H 5.459 -3.265 1.158
H 6.798 -2.101 0.605
H 7.567 -3.111 2.874
H 7.608 -0.905 4.386
H 6.089 -0.167 3.560
H 6.397 -0.077 0.126
H 5.839 3.051 -0.067
H 3.686 2.169 2.666
H 4.735 1.416 -1.190
H 5.427 -1.599 -1.367
H 4.324 -0.937 -2.712
H 6.644 0.867 -1.971
H 5.917 0.428 -3.551
H 7.707 -2.432 -1.470
C 5.882 -9.290 2.790
C 5.543 -10.471 3.440
C 5.172 -10.446 4.779
C 5.132 -9.239 5.467
C 5.467 -8.058 4.815
C 5.846 -8.084 3.478
H 6.174 -9.311 1.746
H 5.568 -11.411 2.902
H 4.914 -11.368 5.288
H 4.838 -9.218 6.510
H 5.434 -7.116 5.351
H 6.113 -7.163 2.972
C -9.060 7.000 -5.427
C -9.161 7.872 -6.505
C -9.294 9.237 -6.285
C -9.317 9.733 -4.986
C -9.212 8.862 -3.908
C -9.088 7.495 -4.128
H -8.959 5.934 -5.598
H -9.136 7.486 -7.517
H -9.379 9.916 -7.125
H -9.416 10.798 -4.815
H -9.228 9.249 -2.896
H -9.012 6.815 -3.287
C 3.295 -13.594 8.829
C 3.217 -12.723 7.750
C 3.112 -11.354 7.967
C 3.094 -10.856 9.265
C 3.175 -11.727 10.344
C 3.271 -13.096 10.127
H 3.374 -14.661 8.660
H 3.238 -13.111 6.738
H 3.044 -10.675 7.125
H 3.016 -9.788 9.434
H 3.163 -11.339 11.356
H 3.329 -13.776 10.969
C -12.553 11.213 -5.170
C -13.219 12.419 -5.346
C -14.249 12.516 -6.274
C -14.619 11.403 -7.019
C -13.955 10.195 -6.840
C -12.919 10.101 -5.919
H -11.748 11.138 -4.449
H -12.935 13.286 -4.760
H -14.765 13.459 -6.416
H -15.426 11.477 -7.739
H -14.245 9.326 -7.420
H -12.397 9.160 -5.783